One molecule with the formula C18H22BrN3O5S, computed with ωB97M-V/def2-TZVPD.

Each line ends with the Löwdin charge.
Atoms and positions in Å:
C -0.443 -2.671 3.329  -0.08
O -0.113 -2.197 2.046  -0.12
C 0.533 -3.045 1.179  -0.19
C 1.040 -4.278 1.566  -0.03
C 1.735 -5.080 0.676  -0.09
C 1.925 -4.657 -0.625  -0.10
C 1.404 -3.443 -1.027  -0.02
C 0.702 -2.616 -0.154  -0.16
N 0.184 -1.424 -0.678  -0.09
C 1.126 -0.437 -1.158  -0.12
C 0.453 0.442 -2.210  -0.18
N -0.698 1.092 -1.611  -0.22
S -1.471 2.162 -2.670  0.67
O -2.687 2.575 -2.027  -0.29
O -1.567 1.588 -3.981  -0.29
C -0.356 3.604 -2.743  -0.18
C -0.677 4.530 -1.578  -0.20
N -0.724 3.807 -0.329  0.06
C 0.404 3.246 0.172  -0.45
O 1.517 3.450 -0.276  0.08
C 0.187 2.407 1.360  -0.19
C 1.100 1.749 2.145  0.01
C 0.367 1.063 3.136  -0.07
C -0.940 1.357 2.872  -0.78
Br -2.505 0.814 3.718  0.83
O -1.069 2.167 1.815  0.00
C -1.640 0.092 -1.129  -0.16
C -0.971 -0.797 -0.083  -0.13
H -1.048 -1.890 3.787  0.06
H -1.030 -3.593 3.280  0.10
H 0.451 -2.841 3.939  0.10
H 0.918 -4.619 2.582  0.10
H 2.126 -6.029 1.009  0.10
H 2.464 -5.274 -1.328  0.10
H 1.522 -3.120 -2.051  0.11
H 1.991 -0.936 -1.594  0.12
H 1.470 0.212 -0.335  0.13
H 1.152 1.207 -2.549  0.12
H 0.141 -0.163 -3.072  0.13
H -0.520 4.074 -3.708  0.11
H 0.662 3.236 -2.672  0.08
H -1.647 5.002 -1.729  0.13
H 0.103 5.295 -1.497  0.13
H -1.616 3.395 -0.095  0.13
H 2.163 1.766 2.018  0.13
H 0.740 0.439 3.921  0.11
H -2.491 0.622 -0.702  0.12
H -1.992 -0.528 -1.965  0.14
H -1.677 -1.566 0.232  0.14
H -0.696 -0.190 0.789  0.10

Output
- SMILES = COc1ccccc1N1CCN(S(=O)(=O)CCNC(=O)c2ccc(Br)o2)CC1
- E_LUMO (Eh) = 0.0171
- total energy (eV) = -114607.67575
- highest occupied orbital energy (eV) = -7.92
- gap between HOMO and LUMO (Ha) = 0.3081
- relative energy (zero: lowest compared OMol25 entry of this formula, charge and spin) (kJ/mol) = 0.00



A 2-piece molecular cluster, C5H10O overall, computed with ωB97M-V/def2-TZVPD.

Each line ends with the Löwdin charge.
Atoms and positions in Å:
C -0.744 1.719 -1.119  -0.11
C 0.166 1.146 -0.099  0.03
C 0.159 -1.370 -0.047  -0.18
C 1.347 -1.190 0.874  -0.15
C -1.131 -1.026 0.336  -0.33
O -1.453 0.089 0.841  -0.09
H -1.779 1.517 -0.826  0.08
H -0.619 2.811 -1.131  0.09
H -0.557 1.325 -2.121  0.08
H 1.139 0.803 -0.434  0.06
H 0.181 1.616 0.876  0.09
H 0.235 -2.228 -0.716  0.09
H 1.114 -0.526 1.714  0.08
H 1.656 -2.156 1.293  0.07
H 2.234 -0.776 0.366  0.07
H -1.949 -1.754 0.193  0.12

Output
- E_LUMO (spin up / spin down) (Eh) = -0.0133 / -0.0129
- total energy (eV) = -7390.27766
- highest occupied orbital energy (spin up / spin down) (eV) = -7.59 / -7.60
- gap between HOMO and LUMO (spin up / spin down) (Ha) = 0.2656 / 0.2663
- relative energy (zero: lowest compared OMol25 entry of this formula, charge and spin) (kJ/mol) = 432.99



C13H21AsN4O5PRuS4 as an isolated structure, computed with ωB97M-V/def2-TZVPD.

Each line ends with the Löwdin charge.
Atoms and positions in Å:
Ru -0.312 0.541 0.504  0.77
O 3.830 0.284 -0.425  -0.03
C 2.684 0.257 0.053  -0.63
O 1.868 1.208 0.192  -0.12
C 2.196 -1.053 0.641  -0.16
C 3.009 -2.149 0.862  -0.01
C 2.490 -3.221 1.578  -0.06
C 1.208 -3.139 2.096  0.00
C 0.452 -2.008 1.829  -0.17
N 0.933 -1.032 1.067  0.02
C -0.882 -1.701 2.488  -0.65
O -1.356 -2.561 3.237  0.00
O -1.285 -0.527 2.251  -0.23
H 4.022 -2.112 0.487  0.11
H 3.102 -4.097 1.769  0.09
H 0.762 -3.900 2.720  0.11
S -4.202 3.689 0.426  -0.39
As -2.582 2.357 -0.007  -0.12
S -1.074 2.497 1.636  -0.13
S -1.942 -0.801 -0.636  -0.05
S -3.425 0.195 0.365  -0.12
C 0.867 4.045 -4.462  -0.15
N 0.315 3.077 -3.545  -0.30
C -0.991 3.441 -3.015  -0.12
P 0.887 1.542 -3.309  0.53
O 0.348 0.922 -2.083  -0.34
N 2.515 1.769 -3.500  -0.30
C 3.167 2.810 -2.693  -0.10
C 3.382 0.606 -3.686  -0.10
N 0.496 0.545 -4.590  -0.31
C -0.552 -0.451 -4.444  -0.11
C 0.749 0.957 -5.948  -0.14
H 0.979 5.015 -3.963  0.08
H 0.209 4.196 -5.329  0.08
H 1.846 3.734 -4.818  0.06
H -0.916 4.333 -2.387  0.09
H -1.394 2.645 -2.391  -0.02
H -1.691 3.648 -3.834  0.08
H 2.436 3.536 -2.343  0.08
H 3.911 3.331 -3.307  0.08
H 3.641 2.365 -1.818  0.07
H 2.847 -0.177 -4.221  0.07
H 3.730 0.225 -2.723  0.06
H 4.251 0.899 -4.285  0.08
H -0.767 -0.610 -3.390  0.03
H -0.239 -1.397 -4.902  0.08
H -1.477 -0.125 -4.937  0.08
H 1.576 1.666 -5.986  0.06
H -0.130 1.429 -6.411  0.08
H 1.023 0.092 -6.564  0.08

Output
- E_LUMO (spin up / spin down) (Eh) = 0.1555 / 0.1555
- total energy (eV) = -146075.03756
- highest occupied orbital energy (spin up / spin down) (eV) = -0.67 / -0.65
- gap between HOMO and LUMO (spin up / spin down) (Ha) = 0.1802 / 0.1796
- multiplicity = 2
- net charge = -2
- relative energy (zero: lowest compared OMol25 entry of this formula, charge and spin) (kJ/mol) = 273.19



Among the records above, which one has the lowest relative energy (zero: lowest compared OMol25 entry of this formula, charge and spin)?
C18H22BrN3O5S



relative energy (zero: lowest compared OMol25 entry of this formula, charge and spin) of number 3 (C13H21AsN4O5PRuS4)?
273.19 kJ/mol